Below is a cluster of 14 separate species, C60H150N10O14 in total in a non-equilibrium geometry, with properties calculated with ωB97M-V/def2-TZVPD.

Each line ends with the Löwdin charge.
Cartesian coordinates (Å):
C  -0.720  3.284  5.546  -0.0142
C  0.271  2.190  6.042  -0.4274
C  -0.278  0.799  6.298  -0.2582
O  -1.473  0.900  6.926  -0.1968
C  -1.657  1.525  8.229  -0.0523
N  1.541  2.100  5.332  0.0460
H  -0.119  4.193  5.549  0.0755
H  -1.651  3.346  6.110  0.0749
H  -1.001  3.048  4.520  0.0609
H  0.732  2.505  6.978  0.1260
H  0.444  0.167  6.814  0.1245
H  -0.470  0.386  5.308  0.1211
H  -1.268  0.878  9.015  0.0890
H  -2.712  1.668  8.461  0.0856
H  -1.357  2.571  8.290  0.0787
H  1.366  1.884  4.361  0.0613
H  2.095  1.358  5.736  0.0630
C  -0.839  3.442  -5.060  -0.0506
C  -0.284  4.633  -5.811  -0.4787
C  -0.234  5.889  -4.912  -0.0923
O  -1.681  6.411  -4.731  -0.2232
C  -2.023  7.421  -5.688  -0.1236
N  0.997  4.333  -6.304  0.0487
H  -0.414  3.313  -4.065  0.0534
H  -0.866  2.614  -5.768  0.0710
H  -1.893  3.641  -4.866  0.0841
H  -0.952  4.844  -6.646  0.1377
H  0.340  6.660  -5.425  0.1072
H  0.096  5.706  -3.889  0.1153
H  -1.355  8.280  -5.750  0.0799
H  -3.075  7.666  -5.542  0.0874
H  -1.960  6.951  -6.670  0.0699
H  1.405  5.193  -6.643  0.0732
H  1.627  4.074  -5.559  0.0558
C  1.696  1.735  -3.479  -0.0354
C  2.322  2.343  -2.240  -0.4159
C  3.376  3.420  -2.459  -0.1749
O  4.594  3.116  -3.197  -0.1836
C  5.483  4.168  -3.212  -0.1364
N  1.217  2.894  -1.533  0.0257
H  1.657  2.479  -4.275  0.0575
H  0.683  1.379  -3.296  0.0652
H  2.246  0.841  -3.773  0.0872
H  2.786  1.637  -1.553  0.1402
H  3.589  3.771  -1.449  0.0982
H  2.904  4.306  -2.884  0.1204
H  5.020  5.039  -3.676  0.0872
H  6.341  3.793  -3.771  0.0956
H  5.732  4.360  -2.168  0.0838
H  0.532  3.408  -2.069  0.0532
H  1.559  3.547  -0.843  0.0464
C  -3.383  1.476  3.683  -0.0468
C  -3.566  1.746  2.176  -0.4411
C  -3.430  0.587  1.203  -0.1411
O  -2.862  1.088  -0.068  -0.2174
C  -2.568  0.077  -1.101  -0.0833
N  -4.749  2.520  2.015  0.0322
H  -3.503  2.343  4.333  0.0740
H  -2.370  1.159  3.929  0.0530
H  -4.034  0.691  4.068  0.0546
H  -2.811  2.418  1.769  0.1149
H  -4.473  0.299  1.071  0.1140
H  -2.756  -0.187  1.568  0.1217
H  -3.532  -0.197  -1.529  0.0788
H  -1.944  -0.753  -0.770  0.0736
H  -1.941  0.353  -1.949  0.0509
H  -5.013  3.150  2.759  0.0739
H  -5.589  1.992  1.826  0.0673
C  7.313  4.216  3.426  -0.0386
C  5.922  3.890  2.877  -0.4442
C  5.809  2.528  2.183  -0.2362
O  6.669  2.423  1.105  -0.1884
C  6.423  1.488  0.034  -0.0507
N  4.871  4.060  3.821  0.0291
H  7.176  5.125  4.012  0.0747
H  7.988  4.194  2.570  0.0811
H  7.686  3.450  4.105  0.0796
H  5.708  4.563  2.046  0.1410
H  4.750  2.392  1.961  0.1202
H  6.085  1.769  2.915  0.1241
H  6.630  0.484  0.405  0.0782
H  7.107  1.758  -0.770  0.0888
H  5.395  1.603  -0.309  0.0783
H  4.875  3.430  4.611  0.1024
H  5.120  4.910  4.306  0.0909
C  -1.920  4.371  -1.190  -0.0422
C  -2.275  5.802  -0.775  -0.4375
C  -3.799  5.905  -0.523  -0.1853
O  -4.313  7.257  -0.471  -0.1755
C  -5.717  7.295  -0.612  -0.1293
N  -1.440  6.356  0.263  0.0717
H  -0.833  4.299  -1.226  0.0480
H  -2.327  4.092  -2.162  0.0853
H  -2.225  3.734  -0.360  0.0681
H  -2.085  6.278  -1.737  0.1200
H  -4.152  5.204  0.233  0.1152
H  -4.312  5.370  -1.323  0.1130
H  -5.985  7.233  -1.667  0.0815
H  -6.014  8.285  -0.267  0.0851
H  -6.314  6.527  -0.121  0.0846
H  -1.323  5.652  0.978  0.0324
H  -2.072  7.036  0.660  0.0707
O  0.322  0.935  0.234  -0.0622
H  0.516  1.561  -0.464  -0.0327
H  -0.098  1.459  0.916  0.0199
O  -0.244  5.405  2.885  -0.0669
H  0.645  5.753  2.954  0.0074
H  -0.149  4.601  2.374  0.0202
O  2.288  4.711  3.460  -0.0842
H  3.215  4.515  3.326  -0.0318
H  2.084  4.334  4.316  0.0049
O  2.084  5.198  -0.027  -0.0432
H  1.603  6.002  0.164  0.0460
H  2.997  5.476  -0.101  0.0420
C  4.385  -1.426  1.497  -0.0221
C  3.254  -1.555  2.534  -0.4870
C  2.155  -2.268  1.749  -0.1471
C  1.191  -3.060  2.599  -0.1617
C  1.967  -3.967  3.603  -0.1108
C  3.003  -3.266  4.505  -0.4443
N  3.792  -2.311  3.644  -0.1515
O  4.868  -1.778  4.277  0.0099
C  2.334  -2.483  5.663  -0.0396
C  3.861  -4.381  5.225  -0.0231
C  2.790  -0.218  3.083  -0.0193
H  4.044  -1.162  0.496  0.0860
H  4.877  -2.390  1.366  0.0940
H  5.115  -0.692  1.840  0.0577
H  1.567  -1.614  1.106  0.1154
H  2.508  -2.918  0.949  0.1074
H  0.409  -3.577  2.043  0.0931
H  0.634  -2.317  3.171  0.0886
H  2.459  -4.851  3.198  0.1134
H  1.171  -4.366  4.232  0.0955
H  2.037  -3.213  6.416  0.0848
H  3.071  -1.768  6.029  0.0730
H  1.427  -2.025  5.269  0.0542
H  3.323  -5.328  5.259  0.0793
H  4.842  -4.446  4.753  0.0790
H  4.116  -4.080  6.241  0.0694
H  3.618  0.485  3.184  0.0668
H  2.329  -0.210  4.070  0.0520
H  2.110  0.293  2.402  0.0800
H  4.525  -1.149  4.916  0.0780
C  -1.097  -1.498  -9.330  -0.0566
C  -1.915  -1.876  -8.113  -0.5099
C  -1.514  -3.358  -7.921  -0.1377
C  -2.021  -3.883  -6.595  -0.2006
C  -1.627  -2.996  -5.447  -0.1354
C  -2.090  -1.455  -5.533  -0.3941
N  -1.618  -1.030  -6.957  -0.1205
O  -1.737  0.345  -7.230  -0.0287
C  -3.627  -1.272  -5.406  -0.0229
C  -1.228  -0.550  -4.620  -0.0396
C  -3.423  -1.819  -8.510  -0.0294
H  -0.036  -1.608  -9.109  0.0864
H  -1.168  -0.447  -9.612  0.0792
H  -1.397  -2.076  -10.204  0.0871
H  -1.925  -3.922  -8.758  0.1203
H  -0.440  -3.534  -7.979  0.1190
H  -1.478  -4.783  -6.307  0.0977
H  -3.078  -4.149  -6.562  0.1110
H  -0.538  -3.030  -5.411  0.1064
H  -1.924  -3.421  -4.488  0.1101
H  -4.010  -1.264  -4.386  0.0725
H  -3.812  -0.326  -5.915  0.0829
H  -4.296  -2.034  -5.805  0.0647
H  -1.174  -1.060  -3.658  0.0761
H  -0.202  -0.362  -4.936  0.0785
H  -1.698  0.429  -4.710  0.0709
H  -4.148  -2.343  -7.886  0.0616
H  -3.480  -2.286  -9.493  0.0742
H  -3.800  -0.799  -8.592  0.0841
H  -0.834  0.658  -7.145  0.0930
C  4.322  -6.858  -3.285  -0.0288
C  2.986  -6.048  -3.333  -0.5060
C  1.991  -6.792  -4.269  -0.1426
C  0.553  -6.317  -4.198  -0.1777
C  -0.031  -6.418  -2.785  -0.1359
C  0.881  -5.688  -1.763  -0.4579
N  2.328  -5.966  -2.026  -0.0772
O  3.152  -5.258  -1.076  -0.0236
C  0.572  -4.152  -1.840  -0.0121
C  0.497  -6.272  -0.411  -0.0424
C  3.350  -4.711  -4.009  -0.0481
H  4.058  -7.835  -2.880  0.0801
H  4.983  -6.317  -2.608  0.0742
H  4.798  -6.914  -4.264  0.0851
H  2.243  -6.527  -5.295  0.1168
H  2.136  -7.864  -4.128  0.1156
H  -0.053  -7.033  -4.753  0.1132
H  0.565  -5.304  -4.602  0.0976
H  -0.348  -7.419  -2.494  0.1131
H  -0.992  -5.903  -2.795  0.1070
H  -0.457  -3.870  -2.063  0.0690
H  0.657  -3.705  -0.849  0.0618
H  1.152  -3.543  -2.534  0.0715
H  1.229  -6.046  0.365  0.0691
H  -0.399  -5.742  -0.089  0.0845
H  0.316  -7.339  -0.281  0.0831
H  3.938  -4.148  -3.285  0.0757
H  2.484  -4.074  -4.187  0.0622
H  4.036  -4.670  -4.855  0.0842
H  3.547  -6.016  -0.640  0.0957
C  -5.573  -2.047  3.441  -0.0309
C  -5.095  -2.409  4.857  -0.4408
C  -5.674  -3.927  5.007  -0.1399
C  -5.006  -4.904  4.102  -0.2398
C  -3.600  -4.923  4.600  -0.1387
C  -2.795  -3.501  4.672  -0.3860
N  -3.676  -2.388  5.218  -0.1098
O  -3.001  -1.205  5.065  -0.0288
C  -1.543  -3.693  5.470  -0.0601
C  -2.230  -3.171  3.181  -0.0216
C  -5.783  -1.599  5.964  -0.0335
H  -5.304  -1.009  3.246  0.0565
H  -6.656  -1.994  3.334  0.0913
H  -5.059  -2.588  2.646  0.0671
H  -5.617  -4.256  6.044  0.1186
H  -6.681  -4.096  4.625  0.1162
H  -5.112  -4.770  3.025  0.1128
H  -5.349  -5.930  4.241  0.1161
H  -3.095  -5.537  3.855  0.1047
H  -3.506  -5.621  5.432  0.1150
H  -0.997  -4.609  5.241  0.0861
H  -0.936  -2.809  5.275  0.0654
H  -1.776  -3.790  6.531  0.0930
H  -1.456  -3.915  2.992  0.0533
H  -2.904  -3.081  2.329  0.0691
H  -1.609  -2.275  3.163  0.0521
H  -5.198  -0.907  6.569  0.0764
H  -6.301  -2.222  6.693  0.0729
H  -6.547  -0.929  5.570  0.0754
H  -2.401  -1.150  5.812  0.0876

As for the gap between HOMO and LUMO: 8.23 eV. The value obtained for the LUMO energy is 0.414 eV. As for the strongest force on any atom: 4.35 eV Å⁻¹. The total energy is -3976.447801 Ha.